Model a:
A cluster of 2 separate species, C5H10O2 in total, computed with the ωB97M-V functional and the def2-TZVPD basis.

The calculation puts the HOMO-LUMO gap (spin up / spin down) at 9.466 / 5.836 eV. For the molar mass, the calculation gives 102.13 g mol⁻¹. As for the net charge: +1. The expectation value of S² is 0.7523. For the HOMO energy (spin up / spin down), the calculation gives -0.5266 / -0.5263 Ha. Its spin multiplicity is 2.

Cartesian coordinates (Å):
C  0.8691  0.9138  -1.3727
C  0.9686  -0.2720  -0.5249
C  0.8927  -0.1483  0.8844
C  1.2213  -1.5730  -1.1426
H  1.8655  1.0991  -1.7930
H  0.5123  1.7841  -0.8245
H  0.1863  0.7211  -2.2015
H  1.1068  -0.9885  1.5221
H  0.6335  0.7762  1.3749
H  1.3927  -2.3613  -0.4218
H  2.1108  -1.5203  -1.7824
H  0.3777  -1.8448  -1.7797
O  -3.0162  -0.7099  1.2163
C  -2.6428  0.3098  1.6838
O  -2.0161  1.2556  0.9224
H  -2.7980  0.6213  2.7295
H  -1.6641  1.9371  1.5099

=====

Model b:
A cluster of 2 separate species, C5H10O2 in total, computed with the ωB97M-V functional and the def2-TZVPD basis.

The calculation puts the HOMO-LUMO gap (spin up / spin down) at 9.259 / 6.821 eV. For the molar mass, the calculation gives 102.13 g mol⁻¹. As for the net charge: +1. The expectation value of S² is 0.7975. For the HOMO energy (spin up / spin down), the calculation gives -0.5313 / -0.5313 Ha. Its spin multiplicity is 2.

Cartesian coordinates (Å):
C  -1.4629  -1.0663  2.1830
C  1.6668  1.9864  0.0353
C  0.9862  0.7907  -0.0284
O  1.2283  -0.0816  -1.0447
C  -0.1233  0.5371  0.8011
C  -0.6688  -0.6935  0.9879
H  -2.1952  -0.2781  2.3267
H  -0.8313  -1.3475  3.0259
H  -1.9694  -2.0130  1.9837
H  2.7142  1.9615  -0.2446
H  1.2242  2.8377  0.5307
H  1.9237  0.3611  -1.5582
H  -0.6057  1.4311  1.1974
H  -0.5641  -1.3982  0.1589
H  -0.4154  -1.7384  -3.7494
H  -0.0861  -0.3496  -3.2078
O  -0.8212  -0.9392  -3.3976

=====

Model c:
A cluster of 2 separate species, C5H10O2 in total, computed with the ωB97M-V functional and the def2-TZVPD basis.

The calculation puts the HOMO-LUMO gap (spin up / spin down) at 9.032 / 7.816 eV. For the molar mass, the calculation gives 102.13 g mol⁻¹. As for the net charge: +1. The expectation value of S² is 0.7767. For the HOMO energy (spin up / spin down), the calculation gives -0.5025 / -0.5466 Ha. Its spin multiplicity is 2.

Cartesian coordinates (Å):
C  -2.2523  -0.5547  1.6811
C  -1.4308  -0.0700  0.4644
C  -0.0779  -0.1911  0.4253
C  0.8424  0.7942  -0.0184
C  2.1717  0.5308  0.2827
O  3.1489  1.2647  -0.1777
H  -2.3263  0.3453  2.2969
H  -3.2612  -0.8463  1.4195
H  -1.6653  -1.1472  2.3982
H  -2.2099  0.3882  -0.1295
H  0.2843  -1.0405  0.9866
H  0.5344  1.5769  -0.6880
H  2.4233  -0.3405  0.8762
H  3.9256  1.2034  0.4067
H  -2.6283  -1.7845  -2.5568
H  -1.7186  -1.6029  -1.4298
O  -1.8389  -1.2756  -2.3291

=====

Verdict on stability: model b comes out at the bottom.

=====

Model a:
A cluster of 14 separate species, C42H84O42 in total, computed with the ωB97M-V functional and the def2-TZVPD basis.

The calculation puts the HOMO-LUMO gap at 10.823 eV. For the molar mass, the calculation gives 1261.09 g mol⁻¹. For the HOMO energy, the calculation gives -0.3804 Ha. Its spin multiplicity is 1.

Cartesian coordinates (Å):
C  -3.8092  0.2935  4.3302
O  -4.2474  1.5106  4.8636
C  -5.1461  1.5122  5.8022
O  -5.8998  0.5815  6.1162
O  -5.2660  2.7553  6.2111
C  -6.3051  3.3570  6.9748
H  -2.8715  0.3776  3.7809
H  -4.6899  -0.1108  3.8311
H  -3.6616  -0.3730  5.1800
H  -6.6573  2.7588  7.8151
H  -7.1689  3.5955  6.3543
H  -6.0224  4.2932  7.4562
C  4.3025  0.5519  2.2504
O  5.4502  0.2513  1.4740
C  6.6931  0.5300  1.9849
O  6.8992  1.1517  3.0560
O  7.5900  -0.0627  1.2566
C  8.9954  -0.2423  1.5572
H  3.5216  -0.2039  2.1664
H  3.7122  1.3689  1.8354
H  4.3697  0.5813  3.3379
H  9.1727  -0.5876  2.5758
H  9.3676  0.7634  1.7522
H  9.6677  -0.7413  0.8593
C  -5.3474  -7.9916  1.9763
O  -5.0334  -6.6943  1.4294
C  -4.0183  -5.9796  1.9458
O  -3.2004  -6.4083  2.7791
O  -3.9299  -4.8786  1.2337
C  -3.0400  -3.8570  1.6960
H  -6.4042  -8.2304  1.8567
H  -5.2998  -7.9457  3.0643
H  -4.6974  -8.7219  1.4945
H  -2.0376  -4.2543  1.8559
H  -3.3963  -3.4527  2.6435
H  -3.0372  -3.0095  1.0105
C  6.1974  2.3353  -2.9043
O  7.3810  1.7055  -3.3786
C  7.4668  1.5634  -4.6752
O  6.6710  1.9119  -5.5272
O  8.6467  0.9690  -4.8815
C  9.2875  1.1936  -6.1983
H  5.9331  2.1152  -1.8700
H  5.3310  2.1366  -3.5353
H  6.3794  3.4092  -2.9462
H  8.6329  1.3648  -7.0529
H  9.7945  0.2640  -6.4569
H  10.1104  1.8966  -6.0688
C  -4.6824  -0.2358  0.6603
O  -5.4063  -1.4561  0.6552
C  -6.6544  -1.3515  0.6487
O  -7.3397  -0.3353  0.7414
O  -7.1196  -2.5899  0.5971
C  -8.5020  -2.8563  0.4184
H  -3.6387  -0.5403  0.7370
H  -4.9343  0.3080  1.5708
H  -4.7760  0.3433  -0.2584
H  -8.7964  -3.9058  0.4073
H  -8.7456  -2.4559  -0.5656
H  -8.9905  -2.2442  1.1766
C  3.6559  4.0073  -5.3062
O  2.5059  4.5743  -4.7616
C  1.9052  3.8562  -3.8732
O  2.0422  2.6540  -3.6362
O  0.9966  4.7070  -3.3336
C  0.2096  4.3121  -2.2013
H  4.3976  4.1618  -4.5225
H  3.9520  4.5973  -6.1735
H  3.5602  2.9880  -5.6802
H  -0.4508  5.1003  -1.8400
H  0.9603  4.0860  -1.4440
H  -0.3132  3.3827  -2.4270
C  -0.6000  3.5179  3.7384
O  -0.4256  4.8732  4.0277
C  -1.3531  5.7100  4.6195
O  -2.5004  5.3446  5.0351
O  -0.8773  6.9096  4.8977
C  -1.7337  7.9897  5.0669
H  -1.0661  3.5174  2.7531
H  -1.2937  2.9318  4.3411
H  0.3755  3.0317  3.7541
H  -2.8032  7.7791  5.0600
H  -1.4955  8.7642  4.3379
H  -1.5414  8.4404  6.0405
C  4.2296  -1.0301  -5.1938
O  5.2217  -1.5189  -4.2803
C  4.9723  -1.6422  -2.9921
O  3.9508  -1.4027  -2.4158
O  6.0036  -2.2809  -2.4254
C  6.2229  -2.4398  -1.0494
H  3.5777  -1.9011  -5.2595
H  4.3906  -0.7440  -6.2332
H  3.7125  -0.1933  -4.7243
H  5.6747  -1.7998  -0.3581
H  7.2321  -2.1103  -0.8023
H  6.1531  -3.4772  -0.7223
C  2.4771  0.7325  -1.0171
O  1.5760  1.6879  -0.4745
C  0.4721  1.5190  0.2747
O  -0.3936  2.3598  0.5190
O  0.3178  0.1929  0.5331
C  -0.8394  -0.3871  1.0609
H  2.9091  0.0897  -0.2501
H  3.2353  1.2878  -1.5692
H  1.9890  0.0884  -1.7485
H  -1.3684  -0.8731  0.2411
H  -1.4081  0.4006  1.5550
H  -0.5276  -1.1222  1.8028
C  3.4459  -4.6743  4.2038
O  2.5577  -4.4893  3.0772
C  2.7633  -3.4942  2.1902
O  3.5869  -2.6258  2.2948
O  2.1643  -3.8642  1.0737
C  2.1668  -2.9545  0.0030
H  3.1268  -5.5427  4.7800
H  3.3941  -3.8201  4.8789
H  4.4907  -4.7955  3.9175
H  2.5941  -1.9908  0.2801
H  1.1840  -2.6813  -0.3812
H  2.9039  -3.3327  -0.7053
C  -0.6315  -4.6962  4.6555
O  0.2252  -3.6075  4.6750
C  -0.1789  -2.3602  4.2881
O  -1.3106  -2.1742  3.8604
O  0.7688  -1.4813  4.5821
C  0.5396  -0.1234  4.2398
H  -1.3720  -4.5669  5.4448
H  0.0269  -5.5624  4.5907
H  -1.3302  -4.7356  3.8198
H  1.3126  0.5675  4.5764
H  -0.4250  0.3601  4.3945
H  0.7630  -0.0215  3.1778
C  0.5041  -0.6060  -5.0036
O  0.3149  -1.1458  -6.2524
C  1.1102  -0.7153  -7.2449
O  1.9142  0.2090  -7.1978
O  0.8859  -1.4567  -8.3264
C  1.4188  -0.9869  -9.5511
H  -0.3538  -1.0455  -4.4947
H  0.4939  0.4815  -4.9305
H  1.3374  -0.9668  -4.4006
H  1.2394  -1.6362  -10.4081
H  2.4918  -0.8116  -9.4735
H  0.9129  -0.0783  -9.8776
C  -3.4920  3.4804  1.7602
O  -4.7226  3.4618  1.1095
C  -4.8405  3.3782  -0.2369
O  -3.9499  3.3285  -1.0290
O  -6.1495  3.1216  -0.5799
C  -6.4300  2.7690  -1.9464
H  -3.8674  3.7144  2.7565
H  -2.7795  4.1798  1.3229
H  -3.0042  2.5093  1.6767
H  -6.2772  3.5687  -2.6711
H  -7.4648  2.4624  -2.0989
H  -5.7650  1.9615  -2.2527
C  -2.5456  0.7589  -2.4417
O  -2.9688  -0.4712  -1.9206
C  -4.1003  -1.1104  -2.2579
O  -5.0756  -0.6588  -2.8121
O  -3.9491  -2.3268  -1.7309
C  -4.6506  -3.4506  -2.3484
H  -1.4622  0.6678  -2.5186
H  -2.8632  1.5561  -1.7695
H  -2.9963  1.0121  -3.4013
H  -3.9471  -4.2578  -2.1443
H  -4.8214  -3.2827  -3.4117
H  -5.6015  -3.6526  -1.8553

=====

Model b:
A cluster of 14 separate species, C42H84O42 in total, computed with the ωB97M-V functional and the def2-TZVPD basis.

The calculation puts the HOMO-LUMO gap at 11.205 eV. For the molar mass, the calculation gives 1261.09 g mol⁻¹. For the HOMO energy, the calculation gives -0.3940 Ha. Its spin multiplicity is 1.

Cartesian coordinates (Å):
C  -8.1015  -0.6065  -6.9275
O  -6.9182  -1.3488  -6.6936
C  -6.4562  -1.3517  -5.4422
O  -7.0603  -0.9457  -4.4990
O  -5.2174  -1.8012  -5.4621
C  -4.6041  -1.8416  -4.1817
H  -8.0503  0.3661  -6.4320
H  -8.9813  -1.1674  -6.6164
H  -8.2295  -0.3284  -7.9737
H  -3.6607  -2.3605  -4.2950
H  -5.2807  -2.3237  -3.4739
H  -4.4366  -0.8536  -3.7458
C  -1.3630  -4.9275  -2.3441
O  -1.2592  -5.4188  -3.6994
C  -2.0186  -6.4818  -3.9611
O  -2.7989  -6.9975  -3.2222
O  -1.8459  -6.8448  -5.2316
C  -2.3234  -8.1174  -5.6448
H  -2.3363  -5.0579  -1.8829
H  -1.0750  -3.8896  -2.4900
H  -0.6655  -5.4624  -1.6989
H  -2.2184  -8.8639  -4.8549
H  -1.7458  -8.4375  -6.5004
H  -3.3971  -8.0262  -5.8030
C  -0.3889  -4.7480  1.0668
O  0.7184  -5.4523  0.5058
C  1.5301  -4.8319  -0.3399
O  1.5109  -3.7043  -0.7161
O  2.3705  -5.7892  -0.7219
C  3.2840  -5.4226  -1.7635
H  -0.0699  -3.9236  1.7062
H  -0.9337  -5.4073  1.7284
H  -0.9074  -4.2367  0.2572
H  4.0421  -4.7921  -1.2819
H  2.8335  -4.8498  -2.5654
H  3.8123  -6.3238  -2.0484
C  -0.7337  0.0369  3.9399
O  0.3410  -0.6620  4.5524
C  0.2436  -0.9364  5.8414
O  -0.6166  -0.5747  6.5702
O  1.2678  -1.7006  6.1886
C  1.4098  -2.1251  7.5344
H  -1.6953  -0.4506  4.1092
H  -0.6669  0.0878  2.8592
H  -0.7510  1.0399  4.3687
H  0.4698  -2.5273  7.9213
H  1.7140  -1.2862  8.1722
H  2.1716  -2.8876  7.6759
C  1.9671  4.1414  1.6662
O  1.5323  3.9094  2.9842
C  2.0699  2.9938  3.7446
O  2.8976  2.1718  3.4682
O  1.6569  3.1995  4.9871
C  2.2778  2.4007  6.0044
H  1.5360  3.4335  0.9486
H  3.0398  3.9743  1.5249
H  1.7342  5.1421  1.3226
H  1.9240  2.7507  6.9645
H  3.3578  2.5371  5.9454
H  2.0843  1.3526  5.7823
C  6.0908  1.1342  -4.1022
O  6.2463  1.0498  -2.6956
C  5.4356  1.8109  -1.9684
O  4.6909  2.6295  -2.4092
O  5.6383  1.5441  -0.6998
C  4.9126  2.3101  0.2932
H  6.7868  0.4451  -4.5664
H  6.3225  2.1451  -4.4376
H  5.0722  0.8974  -4.4042
H  5.0595  3.3453  -0.0452
H  5.4409  2.2175  1.2326
H  3.8515  2.0881  0.2234
C  -6.1574  0.4412  -1.3747
O  -5.5330  1.7012  -1.0642
C  -4.7717  2.2771  -1.9888
O  -4.4092  1.8184  -3.0414
O  -4.3843  3.4477  -1.4800
C  -3.4536  4.2201  -2.2239
H  -7.0376  0.6827  -1.9581
H  -6.3785  0.0082  -0.4038
H  -5.4521  -0.2516  -1.8239
H  -3.8727  4.4125  -3.2095
H  -2.4599  3.7775  -2.2402
H  -3.4009  5.1740  -1.7028
C  -1.6389  -0.1060  -6.0708
O  -0.3422  -0.6476  -5.8576
C  -0.1603  -1.2974  -4.7228
O  -1.0316  -1.5630  -3.9542
O  1.0937  -1.7169  -4.6860
C  1.5264  -2.5238  -3.6043
H  -2.4127  -0.8720  -6.0957
H  -1.6254  0.2427  -7.1047
H  -1.8507  0.7308  -5.4146
H  0.7730  -2.7899  -2.8794
H  2.3833  -2.0203  -3.1494
H  2.0212  -3.4316  -3.9612
C  9.4391  -0.5253  -0.0503
O  8.1933  -1.1006  -0.4045
C  7.1614  -0.7708  0.3607
O  7.1610  0.0735  1.2127
O  6.1094  -1.4455  -0.0496
C  4.9454  -1.3055  0.7736
H  9.5089  -0.2240  0.9937
H  9.6150  0.4165  -0.5744
H  10.1565  -1.2878  -0.3260
H  4.1897  -1.9006  0.2782
H  4.7035  -0.2401  0.7332
H  5.1713  -1.5040  1.8167
C  0.8247  3.7264  -2.3546
O  0.2898  4.5370  -1.3428
C  -0.0452  5.7868  -1.6306
O  0.2797  6.3780  -2.6079
O  -0.7579  6.2183  -0.6051
C  -1.3827  7.4904  -0.7116
H  1.2630  2.8139  -1.9654
H  1.5113  4.2560  -3.0100
H  0.0213  3.3538  -3.0023
H  -1.6842  7.7607  0.2920
H  -2.2428  7.4535  -1.3783
H  -0.7188  8.2626  -1.1028
C  -4.7705  7.2309  3.1064
O  -3.8086  6.1754  3.2272
C  -3.4273  5.6611  2.0543
O  -3.6686  6.1345  0.9890
O  -2.8093  4.5092  2.2897
C  -2.1780  3.8685  1.1572
H  -5.5745  6.9595  2.4226
H  -4.2553  8.1140  2.7397
H  -5.2371  7.3606  4.0770
H  -3.0375  3.7209  0.4966
H  -1.7565  2.8903  1.3634
H  -1.4307  4.5043  0.6998
C  -3.9032  0.6512  1.7511
O  -4.3906  -0.5465  1.1515
C  -3.9536  -1.7344  1.5574
O  -3.1791  -1.9573  2.4549
O  -4.5838  -2.6289  0.7942
C  -4.3459  -3.9832  1.0999
H  -4.3360  0.8484  2.7302
H  -4.2617  1.4776  1.1373
H  -2.8162  0.6634  1.6958
H  -4.2935  -4.1847  2.1702
H  -3.4031  -4.3452  0.6835
H  -5.1205  -4.6096  0.6678
C  3.9037  -1.0112  4.2783
O  4.3941  -1.6952  5.4190
C  4.7135  -0.8632  6.4068
O  4.7035  0.3300  6.3485
O  5.0081  -1.6169  7.4516
C  5.3508  -1.0148  8.6740
H  4.6272  -0.3946  3.7562
H  2.9623  -0.4988  4.4794
H  3.5141  -1.7583  3.5779
H  6.2433  -1.4770  9.0884
H  4.5584  -1.2656  9.3835
H  5.4455  0.0650  8.6096
C  1.6658  0.0415  1.4379
O  0.5466  -0.5627  0.8649
C  -0.2268  0.0750  0.0187
O  -0.1381  1.2283  -0.2847
O  -1.1888  -0.7589  -0.3472
C  -2.1149  -0.3744  -1.3358
H  1.5071  0.4849  2.4185
H  2.2081  0.7510  0.8169
H  2.3871  -0.7483  1.6590
H  -2.9495  0.1416  -0.8531
H  -2.5300  -1.1982  -1.9040
H  -1.7251  0.3356  -2.0617

=====

Verdict on stability: model a comes out at the bottom.